(1)
DFT (ωB97M-V with the def2-TZVPD basis set) results for a 2-piece molecular cluster, C4H10NO2 overall.

The total energy is -9888.3678 eV. The HOMO energy comes out at -14.88 eV. The HOMO-LUMO gap comes out at 0.4286 Ha. As for the spin multiplicity: 1. As for the charge: +1.

XYZ file:
```
17
Properties=species:S:1:pos:R:3:forces:R:3:nbo_charge:R:1
C 0.981 -1.673 0.339 0.1 0.5 -0.2 -0.6729
C -0.340 -1.068 0.002 -0.4 -0.4 0.1 0.1374
C -1.037 -1.182 -1.114 0.2 0.1 0.2 -0.3619
N -0.970 -0.331 1.133 0.1 -0.4 0.5 -0.7198
H 1.473 -1.968 -0.582 0.1 -0.1 0.0 0.2591
H 1.620 -0.947 0.844 0.1 0.0 0.1 0.2326
H 0.875 -2.548 0.976 -0.1 -0.1 0.1 0.2502
H -2.034 -0.772 -1.207 0.0 0.0 -0.1 0.2235
H -0.603 -1.697 -1.958 -0.1 0.0 0.0 0.2441
H -0.588 -0.624 2.035 0.2 0.0 -0.1 0.4371
H -1.967 -0.518 1.218 -0.2 0.2 -0.3 0.4437
H -0.797 0.692 1.031 -0.2 0.3 0.0 0.4776
O -0.401 2.317 0.570 -0.2 -0.5 0.6 -0.6145
C 0.336 2.371 -0.373 0.5 0.6 -0.5 0.6660
O 1.480 3.039 -0.340 -0.3 -0.2 -0.4 -0.6209
H 0.113 1.904 -1.341 0.0 -0.1 -0.1 0.1164
H 1.860 3.005 -1.233 0.2 0.2 0.3 0.5022
```
Forces are in eV/Å.


(2)
DFT (ωB97M-V with the def2-TZVPD basis set) results for a 12-piece molecular cluster, C28H62F21N5O26S7 overall at a distorted geometry.

The total energy is -223628.8696 eV. The HOMO energy comes out at -4.08 eV. The HOMO-LUMO gap comes out at 0.1440 Ha. As for the spin multiplicity: 1. As for the charge: -2.

XYZ file:
```
149
Properties=species:S:1:pos:R:3:forces:R:3:lowdin_charge:R:1
C 3.251 7.549 -0.989 0.5 1.4 -0.5 -0.0417
C 4.272 6.653 -0.284 -0.9 0.9 -1.5 -0.2669
C 5.119 5.888 -1.305 1.1 1.3 0.2 -0.1160
O 6.148 6.791 -1.962 -3.9 -1.6 3.9 -0.1781
C 6.880 6.008 -2.794 2.1 0.6 -2.5 -0.1689
N 5.180 7.546 0.562 -0.4 -0.4 -0.1 0.2580
H 6.151 7.306 0.423 0.5 -0.4 0.2 0.1616
H 5.133 8.529 0.331 -0.3 0.4 -0.7 0.1646
H 4.919 7.529 1.537 0.0 -0.5 0.7 0.1800
H 3.745 8.213 -1.699 0.6 -0.6 -0.8 0.0856
H 2.854 8.396 -0.429 -0.7 -0.8 1.0 0.0906
H 2.475 7.016 -1.537 0.1 -0.1 0.4 0.0985
H 3.726 5.937 0.331 0.4 0.1 0.4 0.1642
H 4.514 5.437 -2.091 -0.2 0.1 0.1 0.1329
H 5.588 5.085 -0.736 0.6 -0.1 -0.4 0.1350
H 6.321 5.657 -3.661 -0.3 0.0 -0.2 0.0918
H 7.456 5.150 -2.448 -0.2 0.1 0.9 0.1040
H 7.562 6.800 -3.106 0.7 -0.7 -0.9 0.1034
C 0.926 4.401 -5.784 -0.2 -0.4 -0.7 -0.0266
C 1.828 3.272 -6.380 -0.7 0.9 1.3 -0.2566
C 1.804 2.016 -5.466 1.7 0.4 -0.6 -0.1817
O 2.697 1.128 -6.122 -0.8 -1.0 0.5 -0.1934
C 3.047 0.080 -5.206 1.2 0.3 1.1 -0.0724
N 1.272 2.886 -7.737 -0.3 -0.5 0.5 0.2432
H 1.424 1.900 -7.896 -0.4 -1.0 0.5 0.1583
H 0.297 3.123 -7.620 -0.9 -0.5 -0.7 0.1607
H 1.625 3.242 -8.614 0.4 1.2 0.1 0.1746
H 1.332 4.802 -4.855 0.0 -0.1 -0.2 0.0877
H -0.092 4.055 -5.604 0.0 -0.6 0.4 0.0961
H 0.691 5.214 -6.471 0.8 0.3 -0.2 0.0852
H 2.845 3.614 -6.570 0.0 -0.2 0.4 0.1512
H 0.855 1.578 -5.156 -0.6 0.0 -0.9 0.1506
H 2.260 2.208 -4.494 0.1 0.9 0.1 0.1270
H 3.884 -0.518 -5.567 -0.7 -0.2 -0.6 0.1041
H 2.247 -0.469 -4.708 -0.5 -0.4 -1.1 0.1050
H 3.495 0.512 -4.311 0.3 0.7 0.1 0.0819
C -2.712 0.134 0.463 -1.4 1.0 -0.5 -0.0444
C -1.441 -0.317 -0.153 2.6 -0.8 1.1 -0.2725
C -0.230 0.367 0.544 0.7 0.7 0.4 -0.1842
O 1.082 0.068 0.036 -0.5 0.7 -0.5 -0.1809
C 2.176 0.668 0.762 0.2 0.1 0.0 -0.0854
N -1.276 -1.825 0.149 -0.3 0.2 -0.1 0.2550
H -0.494 -2.315 -0.262 0.8 0.2 -0.5 0.1709
H -1.151 -1.933 1.146 0.0 -0.1 0.8 0.1702
H -2.066 -2.405 -0.096 -0.8 0.0 -0.1 0.1712
H -2.911 1.204 0.390 0.9 0.4 0.0 0.1009
H -2.813 -0.075 1.527 -0.2 -0.5 -0.2 0.1163
H -3.540 -0.151 -0.186 -0.3 -0.9 0.6 0.1022
H -1.389 -0.186 -1.234 0.0 -0.1 0.1 0.1576
H -0.102 0.234 1.618 -1.0 -0.8 0.3 0.1402
H -0.514 1.419 0.524 0.5 0.5 -0.6 0.1254
H 2.715 -0.078 1.345 -0.2 -0.1 0.0 0.0981
H 1.959 1.529 1.395 -1.0 -0.3 0.4 0.0849
H 2.908 1.142 0.107 -0.1 -0.5 -0.8 0.0721
C 6.551 1.247 7.399 -0.2 -0.8 0.6 -0.0196
C 5.478 0.155 7.618 -1.3 0.2 0.3 -0.2631
C 4.440 0.508 8.737 1.4 0.3 1.3 -0.2113
O 3.222 -0.165 8.731 -0.6 -0.2 -0.3 -0.1547
C 2.321 0.263 9.771 -0.4 0.1 0.7 -0.0636
N 4.691 -0.083 6.352 0.0 0.4 0.5 0.2478
H 4.205 0.764 6.096 0.2 0.9 -0.6 0.1712
H 5.320 -0.415 5.634 -0.1 -0.1 -0.6 0.1728
H 3.898 -0.698 6.467 -0.3 -1.2 0.4 0.1659
H 7.402 0.889 7.980 0.2 0.4 -0.1 0.0861
H 6.260 2.229 7.772 -0.2 -0.1 -0.2 0.0877
H 6.876 1.318 6.361 -0.1 0.0 0.0 0.0878
H 5.976 -0.785 7.853 -0.3 -0.1 -0.2 0.1516
H 4.362 1.590 8.846 -0.5 0.3 -0.6 0.1298
H 4.945 0.234 9.663 0.4 -0.1 0.3 0.1288
H 1.647 1.065 9.471 0.3 0.1 -0.4 0.0974
H 2.793 0.552 10.710 0.9 0.5 -0.3 0.0829
H 1.683 -0.513 10.194 0.1 -0.7 -1.1 0.0943
C -5.492 -7.444 -4.712 -0.6 1.7 -1.5 0.0678
N -6.437 -6.281 -5.181 -1.5 1.4 -2.0 -0.3149
C -6.868 -6.508 -6.664 0.0 -0.6 0.7 0.0173
C -7.653 -6.261 -4.301 1.0 -0.6 0.8 -0.0040
C -5.800 -4.866 -4.971 2.5 -0.8 1.4 -0.0755
C -4.507 -4.628 -5.801 -0.7 -1.0 1.8 -0.2440
O -4.828 -4.333 -7.108 0.3 -0.4 -1.1 -0.0349
H -4.889 -7.551 -5.613 0.4 -0.5 0.5 0.0916
H -6.092 -8.336 -4.530 0.0 0.3 0.1 0.1105
H -4.907 -7.094 -3.861 -0.2 -0.2 0.0 0.1221
H -7.355 -5.645 -7.120 0.6 0.3 0.4 0.1066
H -7.628 -7.286 -6.733 0.0 -0.2 0.7 0.0932
H -6.030 -6.899 -7.242 0.1 0.6 0.1 0.0963
H -8.124 -7.239 -4.394 -0.1 0.2 0.3 0.1062
H -8.375 -5.453 -4.418 0.4 0.0 -0.6 0.1176
H -7.129 -6.112 -3.357 -1.0 -0.3 0.7 0.1120
H -5.550 -4.958 -3.914 0.6 0.0 0.1 0.1240
H -6.372 -3.943 -4.874 -1.3 -0.6 -1.1 0.1463
H -3.910 -5.531 -5.678 -0.1 -0.5 -1.0 0.1153
H -3.785 -3.979 -5.304 -0.6 1.0 0.1 0.1362
H -5.232 -3.467 -7.199 0.2 0.3 0.2 0.1096
C -1.317 -3.103 7.313 2.6 -2.8 -2.0 -0.6146
F -0.955 -3.514 8.569 -0.6 1.3 -0.5 0.0687
F -2.537 -3.607 7.069 0.3 0.9 0.3 0.1151
F -1.248 -1.795 7.114 -0.8 0.3 1.1 0.1142
S 0.012 -3.908 6.047 0.7 2.9 -0.5 0.4879
O 1.362 -3.393 6.442 -2.0 -0.3 -0.1 -0.4212
O -0.176 -5.298 6.292 -0.3 -1.1 0.0 -0.3353
O -0.417 -3.351 4.734 0.2 -0.8 1.7 -0.4082
C -5.649 2.647 -5.822 1.0 -0.5 -0.7 -0.6460
F -5.173 3.868 -5.497 -0.3 -0.6 0.7 0.0981
F -6.325 2.064 -4.829 0.1 0.7 0.1 0.1233
F -6.489 2.861 -6.841 -0.1 -0.2 0.1 0.1136
S -4.220 1.505 -6.354 0.9 -0.6 -1.6 0.4580
O -3.284 2.432 -7.000 0.1 0.3 0.9 -0.4054
O -3.693 0.806 -5.180 -0.7 0.9 -0.4 -0.3691
O -4.818 0.647 -7.373 -0.4 0.0 1.0 -0.3667
C -8.077 -3.496 1.075 0.9 -0.8 3.6 -0.6380
F -7.558 -2.328 1.600 -0.6 -1.1 -1.2 0.0770
F -9.295 -3.657 1.682 0.8 0.2 -0.8 0.0815
F -8.237 -3.431 -0.207 -0.4 0.8 -1.7 0.1342
S -6.938 -4.990 1.470 2.1 -0.1 4.0 0.4683
O -5.663 -4.708 0.789 -1.5 0.2 -0.4 -0.3914
O -6.768 -5.004 2.954 -0.7 0.8 -2.5 -0.3684
O -7.674 -6.150 1.037 -0.6 0.0 -1.3 -0.3631
C 7.538 -2.680 0.003 0.4 -0.1 0.6 -0.6144
F 8.106 -3.601 -0.814 -0.5 0.8 0.4 0.0943
F 7.564 -1.475 -0.634 -0.4 -0.6 0.0 0.0640
F 6.249 -3.050 0.207 1.0 0.5 -0.3 0.1002
S 8.512 -2.559 1.632 2.1 -1.4 0.3 0.4956
O 8.523 -3.992 2.007 0.2 2.0 -0.6 -0.3645
O 9.837 -1.960 1.253 -2.6 -1.1 0.3 -0.3930
O 7.739 -1.727 2.539 -0.2 0.2 -0.5 -0.3815
C -6.533 3.952 4.550 -2.1 2.2 3.4 -0.6766
F -5.459 4.503 5.227 -0.3 -0.3 -1.2 0.0555
F -6.503 4.232 3.264 0.6 0.1 -0.5 0.1324
F -6.499 2.678 4.761 0.7 -2.2 -0.5 0.1408
S -8.174 4.547 5.449 0.1 1.9 -3.6 0.4343
O -7.984 6.002 5.492 0.0 -0.9 0.4 -0.3849
O -9.189 4.126 4.488 0.3 0.1 0.0 -0.3768
O -8.248 3.843 6.672 0.6 -0.8 2.0 -0.3246
C 0.730 4.900 5.913 2.9 -0.2 0.2 -0.5517
F 0.360 5.178 4.642 -0.5 -0.6 1.0 0.0864
F 0.094 5.721 6.764 -0.3 -1.3 -0.6 0.1167
F 0.571 3.526 6.178 -0.7 2.7 -0.3 0.0493
S 2.665 5.275 5.999 -1.0 1.7 -0.4 0.4753
O 3.016 5.599 7.385 -0.4 -1.0 -1.1 -0.3638
O 3.156 4.041 5.407 0.5 -0.1 0.4 -0.3954
O 2.797 6.461 5.116 -0.1 -1.2 0.5 -0.4128
C 2.823 -6.938 -3.300 -0.2 0.4 1.7 -0.6133
F 4.066 -7.015 -2.734 -1.0 0.1 -0.8 0.0826
F 2.812 -5.884 -4.155 0.1 -0.5 0.5 0.0809
F 2.596 -8.045 -4.002 0.2 0.1 -0.1 0.1094
S 1.475 -6.790 -1.893 -3.4 -2.6 1.0 0.5065
O 0.184 -6.675 -2.667 2.5 -0.6 0.5 -0.4269
O 1.583 -8.041 -1.052 0.4 2.4 -2.7 -0.3778
O 1.692 -5.603 -1.119 1.2 1.0 -0.2 -0.3603
```
Forces are in eV/Å.


(3)
DFT (ωB97M-V with the def2-TZVPD basis set) results for one molecule with the formula C23H26BrNO4.

The total energy is -103995.7780 eV. The HOMO energy comes out at -8.57 eV. The structure (SMILES) is CCO[C@@H]1OC(C(=O)Nc2ccccc2)=C[C@H](c2ccc(Br)cc2)[C@H]1CCCO. The HOMO-LUMO gap comes out at 0.3353 Ha. As for the spin multiplicity: 1. As for the charge: 0.

XYZ file:
```
55
Properties=species:S:1:pos:R:3:forces:R:3:nbo_charge:R:1
C -2.689 0.257 1.800 0.2 -0.3 0.0 -0.6351
C -2.395 -1.239 1.800 -0.2 0.2 0.1 -0.0562
O -1.438 -1.650 0.839 0.3 0.1 -0.1 -0.5433
C -0.108 -1.324 1.092 0.0 -0.8 0.4 0.3815
O 0.155 0.042 0.851 0.1 0.4 -0.3 -0.5447
C 0.243 0.394 -0.476 0.1 -0.6 -0.4 0.1909
C 0.146 1.860 -0.754 0.0 0.0 0.0 0.6337
O 0.180 2.291 -1.890 0.0 0.0 0.0 -0.6046
N 0.024 2.600 0.377 0.0 -0.3 0.4 -0.6146
C -0.106 3.982 0.524 0.0 0.4 -0.1 0.2325
C -0.143 4.855 -0.559 0.0 -0.1 -0.2 -0.2705
C -0.279 6.213 -0.339 0.0 0.1 0.1 -0.1872
C -0.379 6.716 0.947 0.0 0.1 0.0 -0.2332
C -0.342 5.848 2.026 0.0 0.0 0.0 -0.1945
C -0.207 4.490 1.819 0.0 -0.1 -0.1 -0.2689
C 0.424 -0.477 -1.467 0.0 0.2 0.3 -0.2069
C 0.552 -1.950 -1.255 -0.1 -0.1 0.3 -0.3071
C -0.642 -2.703 -1.803 0.0 0.0 -0.2 0.0913
C -1.845 -2.071 -2.084 0.1 -0.1 -0.1 -0.2047
C -2.930 -2.789 -2.552 -0.1 -0.1 -0.1 -0.2434
C -2.806 -4.153 -2.741 -0.2 -0.1 -0.1 -0.0654
Br -4.298 -5.153 -3.380 0.2 0.1 0.1 0.0424
C -1.615 -4.807 -2.477 -0.1 -0.1 0.0 -0.2446
C -0.540 -4.075 -2.010 -0.1 0.2 0.0 -0.2207
C 0.754 -2.272 0.243 0.0 0.1 0.1 -0.2313
C 2.228 -2.288 0.670 -0.2 0.3 -0.1 -0.3839
C 2.988 -0.977 0.495 0.4 -0.2 0.2 -0.4414
C 4.467 -1.145 0.855 -0.4 -0.2 -0.1 -0.0473
O 5.173 0.070 0.814 0.2 0.4 -0.1 -0.7123
H -1.844 0.819 2.189 0.0 0.1 0.0 0.2029
H -3.555 0.454 2.426 -0.1 0.0 0.1 0.2163
H -2.900 0.596 0.789 0.0 0.1 -0.1 0.2163
H -2.066 -1.558 2.801 -0.1 0.0 -0.1 0.1629
H -3.294 -1.797 1.528 0.1 0.0 0.1 0.1951
H 0.124 -1.452 2.165 -0.1 0.0 -0.2 0.1663
H 0.036 2.069 1.239 0.0 0.0 -0.2 0.4154
H -0.064 4.464 -1.559 0.0 0.0 0.0 0.2558
H -0.307 6.885 -1.184 0.0 0.0 -0.1 0.2147
H -0.485 7.778 1.110 0.0 0.1 0.0 0.2132
H -0.418 6.231 3.033 0.0 0.0 0.1 0.2143
H -0.177 3.813 2.662 0.0 -0.1 0.1 0.2048
H 0.470 -0.097 -2.475 0.0 0.2 -0.1 0.2502
H 1.437 -2.304 -1.799 0.0 0.0 0.0 0.2296
H -1.940 -1.007 -1.931 0.0 0.1 0.0 0.2262
H -3.865 -2.293 -2.766 -0.1 0.0 0.0 0.2273
H -1.530 -5.871 -2.635 0.0 -0.1 0.0 0.2275
H 0.392 -4.581 -1.804 0.1 -0.1 0.0 0.2091
H 0.350 -3.272 0.434 0.0 0.1 0.0 0.2334
H 2.277 -2.585 1.721 0.0 -0.1 0.0 0.2039
H 2.733 -3.066 0.090 0.0 -0.1 0.0 0.2045
H 2.565 -0.205 1.138 0.0 0.1 -0.1 0.2146
H 2.913 -0.632 -0.540 0.0 0.0 0.0 0.1991
H 4.931 -1.884 0.184 -0.1 0.0 0.1 0.1497
H 4.568 -1.504 1.882 0.0 -0.1 -0.1 0.1730
H 5.081 0.456 -0.064 0.0 0.0 0.1 0.4631
```
Forces are in eV/Å.